{
  "formula": "C32H34BN14SSr",
  "method": "wB97M-V/def2-TZVPD",
  "species": ["Sr", "C", "C", "N", "C", "C", "N", "C", "C", "C", "C", "C", "N", "C", "C", "N", "C", "C", "N", "C", "C", "C", "N", "C", "C", "H", "H", "H", "H", "H", "H", "H", "H", "H", "H", "H", "H", "C", "C", "N", "N", "C", "B", "N", "C", "C", "C", "N", "N", "C", "C", "C", "N", "H", "H", "H", "H", "H", "H", "H", "H", "H", "H", "C", "N", "C", "C", "S", "N", "C", "C", "H", "H", "H", "H", "H", "H", "H", "H", "H", "H", "H", "H"],
  "coordinates": [[-0.099, 0.417, 0.151], [3.646, -2.429, 1.752], [2.726, -1.392, 1.672], [1.517, -1.547, 1.150], [1.174, -2.801, 0.773], [2.108, -3.841, 0.857], [3.333, -3.645, 1.321], [-0.182, -3.029, 0.291], [-0.489, -4.199, -0.447], [-1.770, -4.382, -0.941], [-2.707, -3.385, -0.669], [-2.322, -2.217, -0.010], [-1.079, -2.030, 0.421], [-3.262, -1.109, 0.150], [-4.604, -1.209, -0.254], [-5.395, -0.158, -0.274], [-4.954, 1.031, 0.158], [-3.665, 1.100, 0.619], [-2.804, 0.094, 0.557], [-2.110, -5.564, -1.773], [-3.284, -5.612, -2.545], [-3.485, -6.693, -3.394], [-2.663, -7.718, -3.496], [-1.541, -7.651, -2.779], [-1.244, -6.639, -1.889], [4.610, -2.313, 2.186], [2.979, -0.393, 1.978], [1.900, -4.867, 0.542], [0.277, -4.996, -0.615], [-3.715, -3.495, -1.051], [-5.046, -2.153, -0.539], [-5.663, 1.851, 0.132], [-3.226, 2.034, 0.978], [-4.025, -4.814, -2.474], [-4.400, -6.755, -3.968], [-0.826, -8.440, -2.944], [-0.342, -6.676, -1.297], [-2.043, 0.107, -4.727], [-1.892, -0.456, -3.432], [-1.039, 0.278, -2.711], [-0.584, 1.239, -3.551], [-1.181, 1.194, -4.726], [0.480, 2.232, -3.174], [0.007, 3.216, -2.143], [-0.217, 4.499, -2.354], [-0.565, 5.115, -1.155], [-0.602, 4.011, -0.242], [-0.269, 2.887, -0.841], [1.777, 1.534, -2.775], [2.841, 1.492, -3.544], [3.736, 0.568, -3.005], [3.056, 0.091, -1.853], [1.848, 0.666, -1.717], [-2.723, -0.134, -5.534], [-2.394, -1.315, -3.025], [-0.867, 1.879, -5.501], [0.744, 2.865, -4.197], [-0.079, 4.857, -3.349], [-0.773, 6.152, -1.024], [-0.798, 4.043, 0.819], [2.885, 2.100, -4.414], [4.720, 0.306, -3.339], [3.398, -0.662, -1.138], [1.467, 3.707, 6.078], [1.511, 2.596, 5.104], [1.161, 1.287, 5.605], [1.641, 2.852, 3.773], [0.800, 1.921, 2.605], [2.450, 3.890, 3.469], [2.310, 4.557, 2.193], [3.642, 4.198, 4.264], [0.695, 3.470, 6.823], [1.205, 4.684, 5.619], [2.432, 3.787, 6.589], [1.877, 0.988, 6.391], [1.199, 0.567, 4.776], [0.151, 1.335, 6.049], [1.242, 4.563, 1.939], [2.863, 4.044, 1.401], [2.648, 5.586, 2.298], [3.980, 3.309, 4.824], [3.449, 5.049, 4.955], [4.440, 4.471, 3.569]],
  "e_above_lowest_kj_mol": 0.0,
  "molar_mass_da": 745.22,
  "charge": 1,
  "e_homo_ev": -10.6
}